(1)
ORCA calculation (the ωB97M-V functional and the def2-TZVPD basis) on 13 unconnected molecules or ions with the total composition C76H65N13O22 in a non-equilibrium geometry.

Values from the calculation:
net charge = 0
LUMO = -0.994 eV
F_max = 3.36 eV/A

Each line ends with the Mulliken charge.
Positions of all 176 atoms, in Å:
N1 1.66 4.63 -0.36  -0.1490
C1 1.29 4.71 0.92  -0.5306
C2 2.05 4.19 1.98  -1.2718
C3 3.13 3.36 1.67  0.5605
C4 3.55 3.28 0.35  0.2312
C5 2.80 3.97 -0.60  -1.2180
H1 0.30 5.15 1.08  0.5022
H2 1.76 4.40 2.96  0.6044
H3 3.70 2.98 2.48  0.4988
H4 4.49 2.84 -0.03  0.1742
H5 3.17 3.90 -1.62  0.3702
N2 6.14 -3.42 0.68  -0.0668
C6 7.36 -3.91 0.40  -0.3785
C7 7.70 -5.23 0.60  -0.6755
C8 6.89 -5.95 1.46  -0.1818
C9 5.61 -5.44 1.79  -1.1071
C10 5.24 -4.21 1.26  -0.1684
H6 7.98 -3.18 -0.07  0.4665
H7 8.63 -5.70 0.24  0.3610
H8 7.18 -6.94 1.85  0.3770
H9 4.92 -6.01 2.37  0.4548
H10 4.26 -3.83 1.37  0.9286
C11 -2.30 -3.23 -4.29  -0.3476
C12 -1.65 -4.11 -5.19  -0.5658
C13 -0.74 -5.07 -4.69  -0.8913
C14 -0.67 -5.27 -3.28  -0.0331
C15 -1.35 -4.56 -2.36  -0.1270
C16 -2.16 -3.50 -2.92  0.1096
N3 0.11 -6.40 -2.82  1.1420
O1 -0.20 -6.90 -1.80  -0.6563
O2 1.09 -6.74 -3.46  -0.6195
H11 -3.09 -2.57 -4.64  0.3882
H12 -1.78 -3.93 -6.29  0.2657
H13 -0.27 -5.81 -5.30  0.5386
H14 -1.29 -4.89 -1.30  0.6152
H15 -2.74 -2.89 -2.20  0.2530
C17 2.29 -3.46 -2.81  0.3056
C18 3.21 -3.30 -1.79  -0.5495
C19 3.77 -2.08 -1.46  0.0667
C20 3.48 -1.05 -2.35  -0.5805
C21 2.66 -1.19 -3.46  -0.1565
C22 2.04 -2.40 -3.73  -1.0119
N4 3.96 0.31 -2.09  1.3030
O3 4.98 0.40 -1.45  -0.6378
O4 3.47 1.23 -2.73  -0.6413
H16 1.91 -4.51 -3.07  0.2897
H17 3.34 -4.07 -1.05  0.4727
H18 4.44 -1.91 -0.60  0.4592
H19 2.52 -0.36 -4.22  0.2678
H20 1.44 -2.54 -4.63  0.4073
C23 1.49 -3.68 4.44  -0.6036
C24 0.60 -4.02 5.44  -0.6046
C25 0.67 -3.41 6.71  -1.1033
C26 1.68 -2.48 6.96  -0.1266
C27 2.65 -2.22 5.98  0.2240
C28 2.54 -2.81 4.73  0.3518
N5 1.96 -1.96 8.29  1.2340
O5 3.08 -1.50 8.38  -0.6526
O6 1.10 -1.99 9.13  -0.6554
H21 1.68 -4.23 3.48  0.2640
H22 -0.16 -4.75 5.33  0.4658
H23 0.10 -3.76 7.51  0.5879
H24 3.50 -1.57 6.24  0.3488
H25 3.26 -2.57 3.92  0.1998
C29 -0.67 5.22 -2.05  -0.7825
C30 -1.80 5.95 -2.10  -0.6647
C31 -2.93 5.52 -2.74  -0.3385
C32 -2.96 4.30 -3.36  0.4024
C33 -1.78 3.58 -3.47  -0.4665
C34 -0.66 4.03 -2.80  -0.7580
N6 -4.18 3.92 -4.09  1.0957
O7 -4.34 2.74 -4.29  -0.3341
O8 -4.93 4.78 -4.47  -0.6884
H26 0.18 5.47 -1.44  1.0524
H27 -1.82 6.87 -1.50  0.3780
H28 -3.86 6.11 -2.74  0.4526
H29 -1.70 2.67 -4.00  0.4985
H30 0.24 3.39 -2.87  0.5151
C35 -4.28 -2.27 1.73  -0.8266
C36 -4.97 -1.66 2.78  -0.6973
C37 -4.63 -0.43 3.24  -0.5395
C38 -3.52 0.17 2.74  -0.4945
C39 -2.82 -0.39 1.71  1.0384
C40 -3.17 -1.61 1.21  -0.9709
N7 -3.06 1.44 3.26  0.9738
O9 -3.82 2.22 3.84  -0.6692
O10 -1.85 1.67 3.15  -0.4514
H31 -4.65 -3.25 1.40  0.4816
H32 -5.90 -2.09 3.21  0.3618
H33 -5.24 0.13 3.94  0.5395
H34 -1.99 0.13 1.26  0.6923
H35 -2.60 -2.06 0.46  0.5460
C41 -0.11 0.56 -1.53  -0.6723
C42 0.82 0.97 -0.62  0.5450
C43 1.26 0.08 0.36  -0.1277
C44 0.79 -1.22 0.32  -0.1427
C45 -0.08 -1.65 -0.61  -0.0401
C46 -0.51 -0.78 -1.61  1.0608
N8 1.43 -2.22 1.12  1.2936
O11 2.43 -1.90 1.65  -0.0473
O12 0.88 -3.32 1.28  -0.7781
H36 -0.42 1.30 -2.23  -0.5333
H37 1.22 1.95 -0.67  -0.2969
H38 2.06 0.46 1.02  0.3495
H39 -0.49 -2.65 -0.75  -0.4705
H40 -1.10 -1.18 -2.43  -0.2973
C47 -8.11 1.50 -1.39  -0.8954
C48 -7.70 1.98 -2.63  -0.5025
C49 -6.61 1.42 -3.29  -0.2702
C50 -5.94 0.40 -2.65  0.1365
C51 -6.29 -0.09 -1.42  -0.5979
C52 -7.38 0.49 -0.82  -0.3422
N9 -4.78 -0.20 -3.26  0.9051
O13 -3.85 -0.60 -2.56  -0.2755
O14 -4.63 -0.06 -4.45  -0.5886
H41 -9.12 1.74 -1.09  0.4537
H42 -8.36 2.69 -3.18  0.3562
H43 -6.32 1.73 -4.26  0.7590
H44 -5.64 -0.89 -1.05  0.4223
H45 -7.64 0.17 0.16  0.4366
C53 -3.29 1.32 -8.71  -0.8963
C54 -2.23 0.46 -9.15  -0.3810
C55 -1.35 -0.18 -8.27  -0.8134
C56 -1.48 0.13 -6.96  0.2479
C57 -2.43 1.01 -6.42  0.9495
C58 -3.36 1.56 -7.36  -0.8427
N10 -0.61 -0.71 -6.07  1.0139
O15 -0.28 -1.84 -6.45  -0.5640
O16 -0.28 -0.20 -5.00  -0.4632
H46 -4.03 1.78 -9.38  0.4034
H47 -2.12 0.16 -10.17  0.3814
H48 -0.59 -0.86 -8.63  0.4998
H49 -2.53 1.26 -5.35  0.0193
H50 -4.13 2.22 -6.98  0.4338
C59 2.26 1.81 6.21  -1.1565
C60 1.18 1.48 7.02  -0.7993
C61 0.23 0.61 6.53  -0.8162
C62 0.31 0.17 5.24  -0.3611
C63 1.28 0.55 4.36  0.6245
C64 2.31 1.32 4.92  -0.0024
N11 -0.70 -0.77 4.74  1.1568
O17 -0.49 -1.12 3.58  -0.2886
O18 -1.54 -1.19 5.48  -0.6917
H51 2.88 2.68 6.36  0.4799
H52 1.11 1.82 8.05  0.4194
H53 -0.65 0.42 7.12  0.5462
H54 1.24 0.20 3.38  0.4511
H55 3.16 1.57 4.33  0.4851
C65 5.95 -0.79 4.53  -0.7867
C66 6.06 -1.07 3.16  0.0437
C67 6.25 -0.06 2.27  -0.5553
C68 6.26 1.27 2.72  0.0400
C69 6.24 1.56 4.05  -0.6945
C70 5.99 0.52 4.94  -0.2438
N12 6.48 2.36 1.74  1.0621
O19 6.35 3.50 2.07  -0.5613
O20 6.77 2.00 0.57  -0.6038
H56 5.81 -1.47 5.32  0.6202
H57 6.04 -2.05 2.73  0.2464
H58 6.24 -0.26 1.19  0.4856
H59 6.41 2.56 4.38  0.5216
H60 5.95 0.67 6.04  0.3607
C71 -4.45 2.93 -0.69  0.5813
C72 -3.20 2.85 -0.18  0.3432
C73 -2.74 3.81 0.68  0.0694
C74 -3.52 4.94 0.81  -0.3231
C75 -4.74 5.13 0.21  -1.2261
C76 -5.25 4.06 -0.51  -0.7098
N13 -2.98 6.06 1.66  1.2246
O21 -3.49 7.15 1.57  -0.6782
O22 -2.12 5.75 2.44  -0.6185
H61 -4.95 2.04 -1.17  -0.6470
H62 -2.54 1.95 -0.34  0.0167
H63 -1.75 3.70 1.12  0.6357
H64 -5.26 6.05 0.40  0.6248
H65 -6.19 4.13 -0.87  0.7722


(2)
ORCA calculation (the ωB97M-V functional and the def2-TZVPD basis) on a molecular structure, C76H84F18N14O8PS4 in a non-equilibrium geometry.

Values from the calculation:
net charge = +9
LUMO = -11.594 eV
F_max = 8.14 eV/A

Each line ends with the Mulliken charge.
Positions of all 205 atoms, in Å:
C1 -10.65 -12.72 -12.69  -0.8162
N1 -9.83 -11.67 -12.04  0.0105
C2 -8.48 -11.74 -12.15  -0.2099
C3 -7.69 -10.72 -11.62  -0.8000
C4 -8.21 -9.68 -10.87  1.1483
C5 -9.62 -9.58 -10.83  -0.6557
C6 -10.42 -10.65 -11.35  -0.4186
C7 -7.39 -8.53 -10.42  1.4060
C8 -7.92 -7.32 -10.08  -0.8374
C9 -7.10 -6.26 -9.64  -0.1162
N2 -5.82 -6.44 -9.65  0.0841
C10 -5.25 -7.64 -9.88  -0.3662
C11 -5.98 -8.70 -10.30  -0.7253
C12 -4.92 -5.32 -9.20  -0.8779
H1 -11.37 -12.22 -13.34  0.3636
H2 -11.21 -13.17 -11.87  0.3745
H3 -9.99 -13.39 -13.23  0.2645
H4 -8.01 -12.54 -12.69  0.3894
H5 -6.69 -10.75 -11.90  0.3664
H6 -10.16 -8.75 -10.49  0.3577
H7 -11.49 -10.72 -11.30  0.5026
H8 -8.94 -7.08 -10.27  0.3500
H9 -7.47 -5.31 -9.31  0.4510
H10 -4.17 -7.61 -9.79  0.4737
H11 -5.44 -9.65 -10.40  0.3415
H12 -5.58 -4.51 -8.90  0.1114
H13 -4.34 -4.96 -10.10  0.3017
H14 -4.30 -5.73 -8.40  0.5006
C13 -9.58 11.52 -5.72  -0.8634
N3 -8.85 10.29 -5.28  -0.0052
C14 -7.88 10.47 -4.45  -0.2064
C15 -7.22 9.42 -3.84  -0.5850
C16 -7.60 8.15 -4.21  0.5154
C17 -8.56 7.94 -5.15  -0.5271
C18 -9.20 9.05 -5.69  -0.2978
C19 -6.82 7.03 -3.68  0.6857
C20 -6.00 6.22 -4.50  -0.6253
C21 -5.29 5.19 -3.92  -0.4014
N4 -5.41 4.89 -2.58  0.1732
C22 -6.20 5.67 -1.83  -0.3157
C23 -6.94 6.70 -2.32  -0.5732
C24 -4.81 3.78 -1.94  -0.8366
H15 -10.37 11.68 -4.99  0.3581
H16 -9.89 11.47 -6.74  0.3997
H17 -8.81 12.34 -5.58  0.2964
H18 -7.66 11.49 -4.18  0.3987
H19 -6.45 9.62 -3.09  0.5171
H20 -8.84 6.93 -5.55  0.4600
H21 -10.04 8.97 -6.36  0.4720
H22 -5.87 6.60 -5.53  0.5118
H23 -4.67 4.44 -4.42  0.4731
H24 -6.35 5.47 -0.75  0.5450
H25 -7.61 7.24 -1.59  0.4276
H26 -3.82 3.73 -2.40  0.4019
H27 -5.39 2.88 -2.15  0.3161
H28 -4.65 3.94 -0.86  0.2723
C25 -9.99 -13.94 8.84  -0.8820
N5 -8.82 -13.25 9.53  -0.0243
C26 -8.98 -11.98 9.96  -0.2453
C27 -7.85 -11.32 10.50  -0.4445
C28 -6.72 -12.06 10.75  0.5671
C29 -6.60 -13.35 10.27  -0.6581
C30 -7.66 -13.95 9.66  -0.1965
C31 -5.53 -11.38 11.41  0.5275
C32 -4.25 -11.21 10.72  -0.6307
C33 -3.20 -10.63 11.44  -0.3241
N6 -3.39 -10.36 12.80  0.0594
C34 -4.58 -10.48 13.40  -0.1310
C35 -5.68 -11.00 12.73  -0.6543
C36 -2.35 -9.64 13.52  -0.9196
H29 -10.33 -13.38 7.98  0.3531
H30 -10.79 -13.99 9.52  0.4221
H31 -9.70 -15.01 8.70  0.2689
H32 -9.94 -11.54 9.89  0.5120
H33 -7.98 -10.35 11.06  0.4324
H34 -5.67 -13.93 10.35  0.4671
H35 -7.58 -14.93 9.28  0.4372
H36 -4.10 -11.50 9.69  0.4944
H37 -2.25 -10.37 10.98  0.4476
H38 -4.61 -10.13 14.45  0.3520
H39 -6.62 -11.06 13.23  0.5576
H40 -2.66 -9.55 14.56  0.2798
H41 -2.27 -8.63 13.13  0.4050
H42 -1.37 -10.10 13.46  0.3553
C37 13.35 -5.82 -13.63  -0.7882
N7 12.63 -5.45 -12.41  0.0055
C38 11.57 -4.65 -12.49  -0.1636
C39 10.97 -4.17 -11.32  -0.7049
C40 11.48 -4.59 -10.09  1.0256
C41 12.43 -5.55 -10.05  -0.6787
C42 13.05 -5.88 -11.23  -0.3939
C43 10.89 -3.96 -8.86  0.8850
C44 10.42 -2.61 -8.88  -0.8407
C45 9.73 -2.14 -7.83  -0.2196
N8 9.54 -2.85 -6.65  0.0965
C46 9.94 -4.10 -6.64  -0.1026
C47 10.65 -4.66 -7.68  -0.8783
C48 8.84 -2.17 -5.53  -0.9612
H43 13.37 -6.91 -13.65  0.3857
H44 14.35 -5.41 -13.57  0.3688
H45 12.76 -5.35 -14.45  0.2180
H46 11.30 -4.27 -13.46  0.3733
H47 10.10 -3.46 -11.41  0.3923
H48 12.78 -5.93 -9.12  0.4523
H49 13.94 -6.54 -11.24  0.4421
H50 10.45 -1.94 -9.73  0.4648
H51 9.34 -1.10 -7.75  0.3558
H52 9.73 -4.64 -5.74  0.4393
H53 10.94 -5.68 -7.56  0.3830
H54 8.07 -1.52 -6.01  0.3455
H55 9.56 -1.57 -5.08  0.3799
H56 8.42 -2.97 -4.92  0.3082
C49 -6.34 5.08 5.70  -0.8778
N9 -6.05 6.37 6.50  0.0478
C50 -5.36 7.43 6.02  -0.3569
C51 -5.14 8.50 6.83  -0.7306
C52 -5.58 8.52 8.16  1.1442
C53 -6.43 7.50 8.57  -0.7252
C54 -6.63 6.44 7.71  -0.4316
C55 -5.17 9.60 9.09  1.0935
C56 -5.90 9.74 10.29  -0.6505
C57 -5.51 10.63 11.26  -0.4133
N10 -4.43 11.38 11.10  0.0437
C58 -3.74 11.37 9.98  0.0452
C59 -4.04 10.45 8.96  -0.9030
C60 -3.91 12.29 12.16  -0.9281
H57 -5.58 5.09 4.95  0.3190
H58 -7.31 5.21 5.25  0.3424
H59 -6.35 4.28 6.45  0.3628
H60 -5.11 7.38 4.96  0.5353
H61 -4.72 9.33 6.29  0.4108
H62 -7.01 7.49 9.44  0.2576
H63 -7.33 5.69 8.02  0.4205
H64 -6.88 9.28 10.50  0.3023
H65 -6.05 10.74 12.19  0.4555
H66 -2.87 12.02 9.85  0.3383
H67 -3.40 10.40 8.08  0.3631
H68 -3.89 11.72 13.07  0.4012
H69 -4.45 13.17 12.28  0.3523
H70 -2.87 12.61 11.93  0.3066
C61 17.98 13.55 7.10  -0.8919
N11 17.10 12.40 7.25  0.0221
C62 17.58 11.31 7.94  -0.2724
C63 16.76 10.18 7.94  -0.7330
C64 15.56 10.10 7.34  0.9069
C65 15.09 11.29 6.82  -0.6377
C66 15.88 12.40 6.73  -0.1702
C67 14.81 8.84 7.42  0.6890
C68 15.49 7.64 7.15  -0.6594
C69 14.83 6.40 7.25  -0.1805
N12 13.57 6.37 7.69  -0.0520
C70 12.88 7.49 7.96  -0.2712
C71 13.46 8.74 7.80  -0.6933
C72 12.85 5.03 7.93  -0.8633
H71 18.78 13.48 7.78  0.3239
H72 17.36 14.40 7.31  0.3697
H73 18.34 13.55 6.07  0.3511
H74 18.48 11.42 8.54  0.4053
H75 17.03 9.36 8.54  0.5472
H76 14.08 11.32 6.40  0.4428
H77 15.57 13.42 6.37  0.3727
H78 16.55 7.58 6.79  0.4153
H79 15.29 5.46 7.14  0.4138
H80 11.85 7.22 8.31  0.4629
H81 12.89 9.61 8.05  0.5011
H82 12.00 4.90 7.30  0.3693
H83 12.53 4.98 8.99  0.3967
H84 13.56 4.22 7.77  0.2634
P1 -4.46 6.26 1.51  1.3450
F1 -4.68 6.99 0.01  -0.3914
F2 -5.08 7.58 2.21  -0.3495
F3 -6.02 5.76 1.38  -0.4011
F4 -4.25 5.49 2.89  -0.3775
F5 -3.87 4.95 0.79  -0.4333
F6 -2.98 6.88 1.61  -0.3498
C73 2.73 -6.17 1.58  0.4879
F7 2.72 -6.33 2.84  -0.0770
F8 3.58 -6.77 0.90  -0.0750
F9 2.28 -5.12 0.98  -0.0789
S1 6.21 -3.84 -1.70  0.5826
O1 6.69 -5.09 -2.22  -0.4254
O2 6.09 -2.48 -2.76  -0.3255
N13 7.18 -2.53 -1.30  -0.0622
S2 6.37 -1.39 -0.35  1.1925
O3 4.97 -1.65 -0.22  -0.5663
O4 7.28 -1.40 0.73  -0.5883
C74 6.42 0.27 -1.10  0.6809
F10 7.62 0.22 -1.64  -0.1997
F11 5.41 0.44 -1.99  -0.1834
F12 6.29 1.12 -0.12  -0.1635
C75 -1.07 -2.08 -6.21  0.6131
F13 -0.06 -2.87 -5.91  -0.2199
F14 -1.52 -1.70 -4.99  -0.2202
F15 -0.76 -1.10 -7.04  -0.1911
S3 -2.31 -3.17 -6.98  1.0218
O5 -1.83 -3.58 -8.25  -0.6041
O6 -2.82 -4.15 -6.12  -0.6489
N14 -3.51 -2.09 -6.99  -0.5443
S4 -5.21 -1.89 -6.71  0.9983
O7 -5.68 -0.86 -7.60  -0.6109
O8 -5.79 -3.17 -6.70  -0.5795
C76 -4.97 -1.05 -4.92  0.6482
F16 -6.17 -0.72 -4.55  -0.2222
F17 -4.49 -2.02 -4.20  -0.1915
F18 -4.27 0.09 -4.97  -0.2219